Below is a cluster of 20 separate species, C83H130BCl4N14O13 in total in a non-equilibrium geometry, with properties calculated with ωB97M-V with the def2-TZVPD basis set.

The geometry in XYZ format:
```
245
C83H130BCl4N14O13 (ωB97M-V with the def2-TZVPD basis set)
Cl 4.73037 26.12757 -11.69127
Cl 7.57704 25.82143 -11.89717
Cl 5.93724 25.02575 -14.19074
Cl 5.87145 23.48593 -11.59693
O 1.81219 9.89572 -3.04379
O 0.42260 15.56682 -6.45857
O 13.78722 10.49427 3.86854
O 12.83080 1.02768 2.30739
O -0.61785 11.68669 -4.63665
O -0.76513 9.40026 -4.29985
O 18.08720 8.20495 -3.19227
O 16.75839 7.67137 -0.29635
O -0.94119 15.89625 -3.87271
O 0.71906 13.43718 -5.68705
O 1.51281 12.01903 -3.81882
O -0.18438 13.78634 -3.57002
O 8.91899 8.71964 5.07988
N 12.55077 20.96549 -3.57066
N 4.88676 2.13367 -4.13268
N 10.00203 11.61250 -15.68639
N 3.75235 4.99161 1.79344
N -2.65981 13.29720 -13.10037
N 4.48231 6.22705 -9.13907
N 4.88679 23.42780 -3.72018
N 14.40495 19.80016 -13.26189
N 7.75962 3.67650 -14.84058
N 15.92003 4.80576 -10.67395
N 4.63249 14.40595 0.59654
N 15.48639 12.82795 -6.47206
N 14.41767 0.51939 -7.70677
N 9.31224 10.69888 -4.89961
C 14.49468 2.10101 -6.20702
C -4.40750 13.28132 -9.47834
C 9.64189 11.48003 -14.37057
C 6.88817 9.24736 6.27037
C 13.01049 19.77103 -13.42080
C 4.15919 8.13687 -10.25020
C -0.37984 14.87690 -4.21241
C -6.03850 12.79462 -16.18086
C 11.55308 1.96216 0.52887
C 1.19915 10.75528 -3.66654
C 3.88789 23.15034 -2.90684
C 3.19107 22.06822 -3.47651
C 9.92685 11.37996 -3.66479
C 5.19317 1.56209 -5.39470
C 13.69004 19.39695 -11.25264
C 8.85731 2.83132 -13.08728
C 14.83017 19.54526 -11.98024
C 6.59075 14.40902 1.69803
C 16.88318 7.46527 -2.89311
C 10.36133 10.35655 -2.68591
C 8.02064 15.03009 -7.39589
C -0.24646 13.43785 -12.97190
C 2.94677 3.87931 1.76216
C 10.35268 10.16804 -5.91725
C -3.71925 12.62486 -10.74430
C 15.79194 1.52652 -6.21759
C -2.16932 14.52962 -13.86730
C 3.64958 8.32138 -8.93497
C 11.38363 20.27586 -3.50827
C 14.40800 14.15169 -7.89600
C 9.68406 9.54720 -7.18715
C -3.78792 12.50941 -13.90226
C 6.55405 1.44573 -5.49258
C 15.01816 13.89409 -5.79842
C 8.20646 11.57404 -5.53850
C 3.78217 7.06380 -8.32215
C 16.97863 6.66506 -11.45412
C 15.97408 4.75264 -12.02617
C 8.96573 3.72810 -14.19040
C 12.93606 19.04306 -2.39862
C 16.59602 6.85491 -1.45447
C 3.80957 21.66963 -4.66320
C 11.57024 19.10177 -2.81025
C 9.86395 12.69040 -13.70871
C 9.65211 9.05056 -3.11173
C 8.62328 9.52430 -4.17727
C 7.08591 2.10087 -4.33384
C 15.68293 0.53221 -7.16721
C 4.90849 3.27591 2.62382
C 5.49654 13.61241 1.30391
C 4.76479 6.86137 -10.33008
C -6.26564 12.65609 -14.66280
C 8.62030 12.93653 -6.20533
C 13.97651 11.87228 4.02941
C 13.70220 1.55216 -7.22345
C 14.27306 12.22959 5.48568
C 8.37287 9.63879 6.00440
C 10.27660 13.59056 -14.64093
C 13.48901 20.24120 -2.82010
C 5.09177 15.71746 0.76704
C 14.22862 14.64687 -6.61401
C 6.05497 25.08920 -12.36967
C 4.90732 4.63595 2.31621
C -1.42855 12.43464 -13.15580
C 0.25427 14.65509 -5.60584
C -3.10534 13.78257 -11.64936
C 10.79510 8.90574 -8.08943
C 16.54350 5.94879 -12.56044
C -0.18596 10.53563 -4.24331
C 11.86080 2.00252 2.03899
C 6.28526 15.72819 1.41530
C 6.05193 2.53908 -3.52289
C 10.48900 12.93584 -15.85318
C 16.59797 5.97107 -10.31165
C 3.65244 2.79032 2.17717
C -0.71233 14.77709 -13.51523
C 4.93068 22.52077 -4.76279
C 6.92922 2.68994 -14.28798
C 7.54434 2.22313 -13.16098
C 15.18748 12.97152 -7.78375
C 12.52079 19.58435 -12.09186
C -5.12456 13.29934 -13.87412
C 7.45028 13.73720 -6.78562
B 0.39014 12.75055 -4.44296
H -1.35822 11.87915 -14.09098
H 0.61794 13.02918 -13.49527
H 6.70226 13.94039 -6.01927
H 17.23458 5.98960 -1.27672
H 9.73799 12.87953 -12.65289
H 14.46367 20.67713 -2.65770
H 3.49682 5.88798 1.40442
H -2.94963 11.95024 -10.36924
H 12.30970 2.41687 -0.11055
H 11.42246 0.94784 0.15181
H 13.09459 12.28301 3.53786
H 11.48475 19.40799 -11.84298
H -3.48890 12.33128 -14.93519
H 8.79520 14.75227 -8.11073
H 16.66123 6.18627 -13.60741
H 7.52437 11.68910 -4.69611
H 3.17740 9.22285 -8.57331
H 9.14904 13.56701 -5.49046
H 15.54799 3.90135 -12.53621
H -5.08142 12.41872 -16.54252
H 10.63432 2.54314 0.44848
H 12.35706 0.25943 2.63444
H 7.10406 1.48276 -12.50949
H 9.80483 9.02087 4.86508
H -3.90896 11.58148 -13.34335
H 8.94303 8.84292 -6.80903
H 6.26230 9.27768 5.37847
H 10.47311 20.73151 -3.86849
H 5.60491 24.12570 -3.58851
H 4.49343 16.50911 0.34079
H -2.18146 14.17502 -11.22446
H 13.59974 15.49454 -6.38516
H 1.93682 3.96134 1.38843
H -3.95221 14.18076 -9.06384
H 3.66201 23.84667 -2.11281
H 5.31089 12.54987 1.35814
H -0.57899 15.55182 -12.76018
H 15.10964 19.98256 -13.96205
H 9.25881 10.53796 -14.00701
H 14.23874 -0.17043 -8.42247
H 16.68490 6.70076 -3.64431
H 9.69889 4.45621 -14.50464
H 6.95684 13.17448 -7.57806
H 3.68069 20.81791 -5.31462
H 6.80014 8.23340 6.66051
H 13.41685 18.20282 -1.91984
H 11.28630 8.15377 -7.47187
H 10.39229 8.40960 -8.97243
H 15.49794 4.12947 -10.05380
H 9.05996 10.25125 -7.73752
H -2.22320 14.29841 -14.93113
H 14.18908 3.01935 -5.72779
H 9.66842 2.67440 -12.39167
H 14.71163 13.22128 5.59666
H 6.82104 16.62282 1.69632
H -6.83246 12.31317 -16.75177
H 17.54223 7.58546 -11.49444
H 9.28757 12.71115 -7.03723
H -5.00906 14.33991 -14.17736
H 4.29479 8.95860 -10.93780
H 7.45978 14.07825 2.24737
H -6.19511 11.57990 -14.50485
H 7.63979 10.90892 -6.19012
H 10.86779 13.19630 -16.83046
H 5.34513 6.38576 -11.10688
H 10.11303 10.67773 -1.67433
H -2.82924 15.35107 -13.58833
H -4.59121 12.55231 -8.68910
H 12.50701 19.86847 -14.37129
H 6.09731 2.97458 -2.53563
H 10.33509 8.33395 -3.56793
H 10.53525 14.62729 -14.48377
H 7.52329 4.17368 -15.68737
H 3.95226 2.25759 -3.77010
H -7.26398 12.97043 -14.35848
H -5.36777 13.63736 -9.85145
H 5.67932 2.67148 3.07866
H 3.71176 14.10796 0.30749
H 11.52351 9.63002 -8.45401
H 8.12442 2.31514 -4.12888
H 12.67917 21.90589 -3.91601
H 8.34920 10.62482 5.54043
H 14.49872 10.06901 3.38427
H 7.16230 1.05859 -6.29666
H 0.07243 13.59169 -11.94100
H 5.99345 2.44615 -14.76892
H 12.30741 2.95829 2.31310
H 14.73755 12.26396 3.35448
H -1.57506 11.65958 -12.40354
H 16.48161 -0.09910 -7.52771
H 16.04986 12.11890 -6.02506
H 5.77743 22.56240 -5.43188
H 3.26134 1.80478 2.38244
H 11.44740 10.26733 -2.70980
H 11.00787 10.96608 -6.26645
H 13.91942 14.45807 -8.80914
H 9.95318 10.79954 -16.28373
H 16.73688 6.12004 -9.25103
H -5.44793 13.34736 -12.83429
H 4.34339 1.28965 -6.00301
H 8.40844 15.62029 -6.56560
H 6.43488 9.95043 6.96917
H -0.15492 15.03821 -14.41478
H 12.72011 1.74181 -7.63080
H 15.87606 19.45528 -11.72639
H 10.77435 11.93965 -4.06051
H 16.01672 8.08610 -3.12094
H 5.71383 5.33182 2.49427
H 3.50066 6.61859 -7.37932
H 9.20180 12.10246 -3.29006
H 7.67859 9.81749 -3.71934
H 15.06483 13.85099 -4.72029
H 10.93272 9.37484 -5.44554
H 11.00637 1.70449 2.64662
H 4.73200 5.28823 -8.86272
H 8.86919 9.75188 6.96823
H -4.40307 11.99308 -11.31116
H 16.65740 1.74976 -5.61134
H 10.79388 18.35508 -2.73196
H 7.20556 15.63719 -7.78980
H 2.33377 21.57066 -3.04773
H 15.51124 12.20214 -8.46904
H -6.06141 13.86310 -16.39516
H 8.36203 8.71283 -4.85651
H 15.56745 6.49641 -1.41442
H 13.33085 12.26493 6.03255
H 13.72037 19.21018 -10.18933
H 14.80219 11.46684 6.05694
H 9.20929 8.53170 -2.26155
H -3.83556 14.58956 -11.70962
```

Computed properties:
orbital gap = 0.6 eV
calculated total energy = -186410.574 eV
charge = -1
largest force on an atom = 5.317 eV/Å